[1]
{"formula": "C30H74O28", "method": "wB97M-V/def2-TZVPD", "total_charge": -2, "homo_ev": 0.0, "e_lumo_ha": 0.11368, "de_lowest_kcal_mol": 205.5, "elements": ["O", "O", "O", "O", "O", "O", "O", "O", "O", "O", "O", "O", "O", "O", "O", "O", "O", "O", "O", "O", "O", "O", "O", "O", "O", "O", "O", "O", "C", "C", "C", "C", "C", "C", "C", "C", "C", "C", "C", "C", "C", "C", "C", "C", "C", "C", "C", "C", "C", "C", "C", "C", "C", "C", "C", "C", "C", "C", "H", "H", "H", "H", "H", "H", "H", "H", "H", "H", "H", "H", "H", "H", "H", "H", "H", "H", "H", "H", "H", "H", "H", "H", "H", "H", "H", "H", "H", "H", "H", "H", "H", "H", "H", "H", "H", "H", "H", "H", "H", "H", "H", "H", "H", "H", "H", "H", "H", "H", "H", "H", "H", "H", "H", "H", "H", "H", "H", "H", "H", "H", "H", "H", "H", "H", "H", "H", "H", "H", "H", "H", "H", "H"], "positions_angstrom": [[10.44529, -20.20715, -24.15374], [8.42689, -22.36570, -23.89236], [18.18246, -18.17583, -18.80623], [1.89895, -23.21998, -24.30588], [11.21203, -17.46863, -11.78195], [11.15882, -20.23213, -19.68714], [13.98048, -17.88632, -30.21455], [3.83598, -22.02572, -16.52150], [14.38844, -25.01001, -10.86706], [7.00384, -20.91371, -30.07990], [16.14065, -17.36380, -28.27815], [9.22307, -22.42021, -19.34761], [-0.50305, -25.30779, -23.35779], [3.49819, -21.85701, -29.68656], [4.27756, -24.90701, -15.38468], [12.17363, -24.26012, -12.42799], [6.15684, -29.99288, -26.06618], [1.94042, -15.57464, -23.91962], [11.84437, -26.07244, -27.63029], [8.61007, -12.61043, -22.35050], [16.94562, -15.86918, -17.45648], [13.72309, -27.74060, -21.81424], [13.04059, -30.63308, -21.30191], [10.77449, -13.99245, -24.70563], [14.65463, -26.39569, -27.25784], [1.95772, -17.81279, -21.69016], [4.31989, -31.55649, -24.69529], [12.16336, -19.09167, -9.70593], [-0.07957, -23.97043, -23.04784], [10.45201, -20.70221, -20.65684], [5.22250, -29.33685, -25.23217], [8.90861, -13.10595, -23.60660], [5.60876, -20.70090, -30.05844], [12.18643, -25.52573, -11.78598], [12.70725, -25.52042, -28.57626], [17.46229, -15.89290, -18.80220], [1.41011, -23.74561, -23.14661], [18.60286, -16.84831, -19.02015], [13.08983, -25.53077, -10.52552], [12.38012, -29.77225, -22.19476], [2.91112, -23.06771, -16.06809], [3.60501, -23.84248, -14.83864], [10.32222, -17.74732, -10.65570], [10.42558, -13.03697, -23.69771], [9.42409, -21.81612, -20.48755], [8.97679, -21.86927, -22.89156], [12.42280, -28.34372, -21.71807], [2.66144, -16.79238, -23.85805], [10.04415, -20.69350, -23.06240], [3.99416, -30.20317, -25.12348], [3.07648, -17.28482, -22.38882], [4.78991, -22.00656, -30.10810], [16.33133, -17.58459, -29.68414], [11.16482, -18.14080, -9.44687], [15.24850, -18.51253, -30.18605], [14.08573, -25.18950, -27.81545], [8.70746, -22.35966, -21.52178], [10.68154, -20.15967, -21.89669], [14.01700, -27.85973, -22.72036], [14.82552, -26.95432, -28.01963], [10.49949, -14.87844, -24.45867], [4.74097, -22.36417, -31.13660], [11.68280, -17.26329, -9.05985], [1.71501, -23.05392, -22.36130], [12.43460, -26.32380, -12.48569], [3.94310, -17.92987, -22.53365], [3.30143, -29.75249, -24.41277], [15.03115, -25.36409, -10.24806], [15.17909, -19.41912, -29.58490], [2.83506, -23.38967, -24.43437], [13.11483, -26.56313, -10.17665], [6.70366, -29.35402, -26.52927], [13.93049, -24.42906, -27.05011], [11.15830, -25.71803, -11.47929], [2.71673, -23.77163, -16.87729], [13.88330, -30.85697, -21.70353], [-0.50649, -23.21329, -23.70555], [14.75547, -24.66629, -28.49795], [8.45461, -12.50678, -24.39589], [17.75854, -14.89686, -19.13120], [15.20108, -17.22022, -28.14331], [12.71976, -29.93084, -23.21827], [5.43579, -20.28613, -29.06539], [1.98887, -22.55511, -15.79460], [12.38562, -24.63675, -29.12743], [1.30022, -15.51681, -23.20660], [12.73814, -24.83295, -9.76561], [2.03414, -17.59515, -24.24556], [3.48264, -16.47867, -21.77787], [3.55439, -21.79733, -28.73007], [5.20530, -22.84181, -29.54428], [11.34403, -19.31989, -22.04596], [-1.14202, -25.08157, -24.03760], [9.69588, -16.89003, -10.40904], [7.84465, -12.03324, -22.40144], [7.28326, -20.96952, -29.16316], [3.51306, -16.66245, -24.52586], [1.95874, -24.68151, -23.04074], [18.97463, -16.78227, -20.04265], [2.83607, -24.21664, -14.16274], [-0.42558, -23.65058, -22.06495], [7.98655, -23.16076, -21.45164], [11.31127, -25.32967, -27.33754], [5.64316, -29.17359, -24.23995], [17.36825, -17.83573, -29.90738], [10.51065, -18.59449, -8.70233], [9.83583, -18.65149, -11.02176], [8.49690, -14.10263, -23.76540], [19.49483, -16.70720, -18.40976], [11.35015, -30.12732, -22.16024], [10.76974, -17.01331, -12.50213], [10.80117, -13.37499, -22.73191], [18.68121, -18.75244, -19.38964], [11.70984, -27.76416, -22.30450], [2.30339, -18.38982, -21.00521], [4.69398, -22.45005, -16.59486], [4.27184, -31.60045, -23.73750], [16.59074, -16.13496, -19.41038], [16.26858, -16.59765, -30.14251], [5.00988, -24.55084, -15.89305], [12.49706, -19.47151, -8.88986], [11.48734, -24.40194, -13.08412], [15.52470, -18.79047, -31.20319], [5.26747, -20.05201, -30.86501], [13.35696, -18.11500, -29.52135], [12.10921, -28.30122, -20.67503], [10.75726, -12.01997, -23.90699], [4.09858, -23.20590, -14.10430], [12.91654, -26.29390, -29.31519], [5.00591, -28.43100, -25.79841], [3.56577, -30.13800, -26.12365], [16.60744, -14.97887, -17.33574]], "forces_ev_per_a": [[-1.417, -1.095, -0.512], [0.216, 0.378, -0.156], [-0.407, -0.564, 0.133], [-0.478, 1.279, -3.036], [0.235, 0.498, 1.140], [-1.655, -1.387, -0.444], [-0.135, 0.845, -0.552], [-1.074, -0.793, 0.265], [-0.157, -0.695, -0.237], [0.268, -0.109, -0.770], [0.810, -0.329, -0.161], [1.010, 1.984, -1.007], [-0.171, 1.312, -0.358], [-1.806, 0.672, 0.669], [1.291, -0.914, 0.235], [0.110, -0.534, 0.159], [0.491, -0.883, -0.248], [0.129, 0.431, 0.061], [-0.975, 0.468, -0.345], [-0.974, 0.828, 1.400], [0.932, 0.149, -0.245], [-0.381, -0.572, 0.288], [0.921, -0.688, 0.083], [1.073, 1.075, -0.715], [-0.295, 1.236, -0.394], [0.132, -0.310, -0.529], [-0.451, 0.862, -0.871], [0.325, -0.664, -1.130], [0.590, 0.732, -0.037], [2.148, 1.734, 2.348], [0.555, -0.074, -0.425], [0.306, 0.633, -0.692], [-0.181, -0.938, 1.351], [0.068, 0.422, 0.930], [2.903, -0.103, 1.038], [-0.843, 0.313, 0.206], [1.224, -1.022, 1.955], [0.355, -0.720, -0.169], [0.136, 0.900, -1.284], [-0.895, -0.187, 0.450], [1.820, 0.952, 1.529], [-3.154, 1.150, -0.796], [1.757, -1.129, -1.664], [-1.164, -2.315, -0.284], [-0.860, -2.963, 3.823], [-0.392, -0.647, 1.084], [0.317, 0.468, -0.539], [-0.263, -0.688, 1.805], [1.646, 1.221, 0.417], [0.419, -0.174, 0.434], [0.342, 1.464, -1.541], [1.503, -0.730, -1.233], [-0.708, 1.149, 1.031], [0.232, 0.355, 0.446], [0.295, -0.374, -0.238], [-1.160, -0.359, -0.972], [0.722, 2.067, -4.481], [-1.919, -1.143, -1.743], [0.044, 0.195, -0.153], [0.071, -0.214, 0.031], [-0.048, 0.039, 0.363], [0.075, 0.026, -0.199], [-0.347, 0.407, 0.256], [-0.147, -0.153, 0.616], [0.521, -0.077, -0.009], [-0.367, -0.777, 0.097], [-0.147, 0.085, -0.052], [0.001, 0.002, 0.022], [0.363, -0.055, 0.081], [-0.077, -0.101, 0.314], [0.133, -0.014, 0.258], [-0.047, 0.089, 0.193], [-0.283, -0.560, 0.474], [-0.128, -0.365, 0.484], [-0.007, -0.181, 0.150], [0.128, -0.001, 0.333], [-0.355, -0.173, -0.440], [0.403, -0.350, -0.403], [0.006, 0.239, -0.182], [0.321, 0.202, 0.167], [-0.108, 0.132, 0.017], [0.191, 0.308, -0.171], [-0.768, 0.623, -0.159], [0.086, 0.020, 0.076], [-0.450, 0.137, 0.251], [-0.011, -0.279, 0.100], [-0.691, -0.324, 0.107], [0.011, -0.228, -0.169], [-0.010, 0.537, -0.269], [-0.447, 0.119, 0.170], [0.873, 0.211, 0.134], [0.192, -0.110, 0.143], [-0.246, -0.976, -0.209], [-0.237, -0.243, 0.016], [-0.043, -0.123, 0.143], [0.239, -0.076, -0.043], [0.154, -0.092, 0.352], [-0.397, -0.419, 0.902], [-0.265, 0.515, -0.329], [-0.456, -0.623, -0.383], [0.104, -0.468, 0.304], [0.108, -0.056, 0.379], [-0.327, -0.151, 0.545], [0.145, 0.395, 0.033], [-0.109, -0.874, 0.444], [-0.474, 0.536, 0.229], [-0.963, 0.158, 0.537], [0.367, -0.367, 0.231], [-0.132, 0.739, 0.483], [-0.338, 0.337, -0.240], [-0.338, -0.073, 0.151], [0.235, 0.272, 0.126], [-0.103, -0.067, 0.060], [-0.166, 0.151, -0.035], [-0.079, -0.081, 0.100], [0.251, 0.212, -0.281], [-0.009, 0.202, 0.010], [0.294, -0.486, -0.497], [-0.527, 0.083, -0.554], [0.305, -0.275, -0.130], [-0.183, 0.161, 0.030], [0.022, 0.687, -0.428], [-0.311, -0.140, -0.224], [0.278, 0.199, 0.132], [0.425, -0.440, 0.184], [0.188, 0.011, -0.023], [0.252, -0.318, -0.380], [0.971, 0.482, -0.713], [0.094, -0.103, -0.158], [-0.593, 0.527, 0.867], [-0.351, -1.015, 0.068], [-0.135, -0.080, 0.206]]}

***

[2]
{"formula": "C4H6N2O", "method": "wB97M-V/def2-TZVPD", "total_charge": 0, "homo_ev": [-8.4, -8.4], "e_lumo_ha": [-0.05272, -0.04608], "de_lowest_kcal_mol": 135.1, "elements": ["O", "N", "N", "C", "C", "C", "C", "H", "H", "H", "H", "H", "H"], "positions_angstrom": [[-1.43491, -0.10675, 1.03104], [2.22601, 0.88644, -0.09815], [0.01730, 1.25846, 1.03537], [1.98695, -0.36699, -0.29103], [-2.27358, 0.20629, -0.10472], [0.74871, -0.91438, 0.14700], [-0.08291, 0.00533, 0.71460], [-2.77513, 1.15916, 0.07553], [-3.00553, -0.59929, -0.19908], [3.12120, 1.17675, -0.50130], [2.68781, -1.03202, -0.81293], [-1.66331, 0.26601, -1.00864], [0.44739, -1.93899, 0.01232]], "forces_ev_per_a": [[-0.061, -0.385, 0.002], [-0.169, -0.346, -0.049], [1.038, 0.046, -0.477], [0.062, 0.149, 0.039], [-0.114, -0.028, -0.075], [-0.162, -0.040, 0.069], [-0.190, 0.368, -0.037], [0.078, -0.143, -0.008], [0.099, 0.101, 0.057], [-0.339, 0.109, 0.342], [-0.077, 0.188, 0.109], [-0.127, -0.002, 0.095], [-0.040, -0.017, -0.066]]}

***

[3]
{"formula": "C2H6N4S", "method": "wB97M-V/def2-TZVPD", "total_charge": 0, "homo_ev": -9.1, "e_lumo_ha": 0.03079, "de_lowest_kcal_mol": 86.0, "elements": ["S", "N", "N", "N", "N", "C", "C", "H", "H", "H", "H", "H", "H"], "positions_angstrom": [[0.26927, 1.10086, 0.46532], [1.87163, -1.86131, 0.43513], [3.86390, -1.28392, -0.51827], [2.85651, -1.62812, -0.06570], [-2.04309, -0.60917, 0.55645], [-1.52538, 0.43407, 0.22210], [-2.20966, 1.46624, -0.47782], [-1.51329, -1.33524, 1.12002], [-1.64051, 2.43336, -0.67608], [1.05881, -0.03848, 0.72237], [4.82456, -1.58463, -0.46529], [-3.01250, 1.83359, 0.12059], [-2.80025, 1.07276, -1.43881]], "forces_ev_per_a": [[-0.132, -1.411, 0.176], [-0.134, -0.287, -0.492], [3.306, 2.504, -2.971], [-2.436, -1.825, 2.845], [-0.589, -3.903, 1.868], [4.135, 1.135, 0.237], [-2.255, 2.666, -3.489], [-0.514, 1.492, -1.079], [-0.364, -1.651, -0.192], [-1.350, 1.116, -0.089], [-0.553, -0.699, 0.566], [-0.821, 0.052, 0.750], [1.707, 0.811, 1.871]]}

***

[4]
{"formula": "C4H7N2O3", "method": "wB97M-V/def2-TZVPD", "total_charge": 1, "homo_ev": -14.1, "e_lumo_ha": -0.14695, "de_lowest_kcal_mol": 187.8, "elements": ["O", "O", "O", "N", "N", "C", "C", "C", "C", "H", "H", "H", "H", "H", "H", "H"], "positions_angstrom": [[2.22428, -1.25132, 0.23174], [0.77094, 0.66267, 0.49376], [-0.99983, -1.19292, -0.02869], [-1.43296, 0.17142, 0.37455], [1.20595, -0.53262, -0.35730], [0.21526, -1.35820, -0.75391], [-0.87253, 2.32054, 1.27748], [0.26903, -2.20121, -1.77086], [-0.51416, 1.01325, 0.64663], [-1.71443, -1.45108, -0.57913], [1.33071, -2.32747, -2.16407], [3.03910, -0.76698, 0.39446], [-0.14323, 3.13753, 1.03891], [-1.86803, 2.61663, 1.06629], [-0.47130, -2.89666, -2.03669], [-0.82714, 2.12975, 2.38707]], "forces_ev_per_a": [[-1.575, -0.820, 1.142], [0.995, -0.119, 0.364], [1.782, 0.893, 1.566], [-2.531, 0.934, 0.033], [2.211, 2.614, 0.354], [-1.227, -1.204, -1.512], [1.865, 0.005, 1.255], [3.050, 0.547, 0.631], [1.310, -2.238, -0.575], [-1.729, -0.659, -0.993], [-1.766, 0.216, 0.110], [0.016, 1.041, -0.652], [-0.634, -0.917, 0.030], [-0.899, 0.117, -0.476], [-0.939, -0.658, -0.298], [0.071, 0.247, -0.980]]}

***

| no. | F_max (eV/Å) | DFT total energy (a.u.) |
| --- | --- | --- |
| 1 | 4.99 | -3293.7469 |
| 2 | 1.14 | -340.5796 |
| 3 | 5.10 | -696.8889 |
| 4 | 3.44 | -491.3124 |